(A)
A molecular structure, C15H26BeF6NO3P2, computed with ωB97M-V/def2-TZVPD.

Atoms and positions in Å:
Be1 -0.135 -0.407 0.109
P1 2.228 -0.942 0.479
C1 2.357 -1.288 -1.300
C2 1.047 -1.724 -1.916
N1 -0.106 -1.288 -1.339
C3 -1.253 -1.479 -2.052
C4 -1.316 -2.253 -3.200
C5 -0.138 -2.707 -3.769
C6 1.054 -2.429 -3.115
C7 -2.495 -0.774 -1.584
P2 -2.083 0.743 -0.656
H1 2.012 -2.723 -3.538
H2 -2.290 -2.448 -3.650
H3 -0.158 -3.248 -4.705
H4 -3.127 -0.510 -2.445
H5 -3.054 -1.431 -0.896
H6 2.664 -0.317 -1.749
H7 3.130 -2.061 -1.453
H8 1.463 3.944 -2.046
O1 1.810 3.145 -2.511
H9 2.465 3.507 -3.153
H10 -0.645 4.588 0.219
O2 -0.735 4.724 -0.755
H11 -1.151 5.609 -0.860
C8 -2.146 1.981 -1.983
H12 -3.113 1.914 -2.508
H13 -1.969 2.988 -1.571
H14 -1.326 1.731 -2.675
C9 -3.649 0.842 0.264
H15 -3.677 1.785 0.824
H16 -4.511 0.768 -0.418
H17 -3.660 -0.007 0.959
C10 2.325 -2.652 1.122
H18 3.269 -3.120 0.808
H19 2.231 -2.665 2.216
H20 1.482 -3.204 0.690
C11 3.870 -0.208 0.839
H21 3.911 0.121 1.887
H22 4.694 -0.911 0.644
H23 3.979 0.671 0.186
C12 1.166 0.489 3.004
C13 -0.247 -0.010 2.795
O3 -0.545 -0.470 1.507
C14 -0.573 -1.249 3.735
F1 -0.464 -0.975 5.063
F2 -1.809 -1.743 3.510
F3 0.334 -2.248 3.471
C15 -1.205 1.212 3.059
F4 -0.980 1.810 4.257
F5 -0.966 2.167 2.090
F6 -2.519 0.900 2.999
H24 1.887 -0.327 2.894
H25 1.289 0.952 3.994
H26 1.376 1.227 2.224

Computed properties:
* orbital gap: 0.3169 Ha
* HOMO level: -11.931 eV
* net charge: +1
* multiplicity: 1

***

(B)
A molecular structure, C15H26BeF6NO3P2, computed with ωB97M-V/def2-TZVPD.

Atoms and positions in Å:
Be1 -0.418 -0.029 -0.114
P1 2.166 -0.560 0.280
C1 2.167 -0.800 -1.465
C2 0.977 -1.205 -2.119
N1 -0.269 -0.828 -1.596
C3 -1.419 -1.295 -2.097
C4 -1.423 -2.227 -3.094
C5 -0.202 -2.645 -3.661
C6 1.003 -2.093 -3.215
C7 -2.727 -0.724 -1.532
P2 -2.390 0.940 -0.871
H1 1.976 -2.318 -3.655
H2 -2.397 -2.659 -3.407
H3 -0.185 -3.385 -4.466
H4 -3.488 -0.688 -2.321
H5 -3.099 -1.368 -0.702
H6 2.341 1.361 -2.135
H7 3.098 -0.844 -2.055
H8 1.001 2.718 -1.036
O1 2.400 2.279 -2.262
H9 2.027 2.367 -3.170
H10 -0.176 1.557 -0.061
O2 0.126 2.701 -0.565
H11 0.115 3.466 0.089
C8 -2.439 1.945 -2.401
H12 -3.406 1.788 -2.905
H13 -2.324 3.009 -2.138
H14 -1.625 1.643 -3.081
C9 -3.912 1.348 0.020
H15 -3.799 2.343 0.472
H16 -4.776 1.352 -0.658
H17 -4.078 0.615 0.820
C10 2.318 -2.338 0.717
H18 3.343 -2.667 0.491
H19 2.080 -2.490 1.776
H20 1.619 -2.913 0.104
C11 3.856 0.115 0.582
H21 3.928 0.353 1.657
H22 4.615 -0.639 0.318
H23 4.013 1.030 -0.003
C12 0.996 0.592 2.967
C13 -0.398 0.168 2.627
O3 -0.665 -0.230 1.316
C14 -0.820 -1.084 3.437
F1 -0.708 -0.906 4.772
F2 -2.062 -1.520 3.136
F3 0.027 -2.107 3.097
C15 -1.372 1.384 2.937
F4 -1.184 1.901 4.185
F5 -1.095 2.415 2.037
F6 -2.685 1.067 2.777
H24 1.689 -0.211 2.708
H25 1.032 0.770 4.037
H26 1.270 1.505 2.442

Computed properties:
* orbital gap (alpha / beta): 0.1791 / 0.1792 Ha
* HOMO level (alpha / beta): -9.537 / -9.538 eV
* net charge: +1
* multiplicity: 1

***

Here are the energies relative to the best structure, in kcal/mol: (A) 0.0; (B) 100.4.

***

(A)
C5H6N2S in the gas phase, computed with ωB97M-V/def2-TZVPD.

Atoms and positions in Å:
C1 -2.197 0.897 0.186
C2 -0.765 0.471 0.107
C3 -0.447 -0.869 -0.052
C4 0.956 -1.319 0.061
C5 0.355 1.401 -0.148
H1 -2.311 1.959 0.852
H2 -1.293 -1.621 -0.031
H3 0.997 -1.586 1.114
H4 1.447 -2.111 -0.673
H5 2.844 -0.371 -0.292
H6 0.200 2.537 -0.082
N1 1.958 -0.264 -0.241
N2 1.585 1.110 -0.447
S1 -3.330 -0.235 -0.353

Computed properties:
* orbital gap: 0.2485 Ha
* HOMO level: -7.930 eV
* multiplicity: 1

***

(B)
C5H6N2S in the gas phase, computed with ωB97M-V/def2-TZVPD.

Atoms and positions in Å:
C1 -2.393 -0.457 0.040
C2 -0.943 -0.239 -0.104
C3 -0.577 1.028 -0.058
C4 1.124 -0.361 -0.292
C5 2.570 -0.824 -0.112
H1 -2.249 -1.094 0.961
H2 -2.647 0.785 0.446
H3 -3.089 -0.687 -0.894
H4 -0.948 2.146 0.289
H5 1.604 1.795 -0.105
H6 2.706 -1.965 0.195
N1 0.821 0.977 -0.242
N2 0.100 -1.162 -0.139
S1 3.922 0.058 0.016

Computed properties:
* orbital gap: 0.2982 Ha
* HOMO level: -8.911 eV
* multiplicity: 1

***

(C)
2 unconnected molecules or ions with the total composition C5H6N2S, computed with ωB97M-V/def2-TZVPD.

Atoms and positions in Å:
C1 -0.401 -0.293 -1.998
C2 -2.175 -0.161 -0.254
C3 0.003 0.078 -0.789
C4 -0.948 0.176 0.246
C5 2.617 -0.261 0.520
N1 2.205 0.630 -0.225
N2 -0.651 0.485 1.560
S1 -2.120 -0.588 -1.932
H1 0.133 -0.422 -2.914
H2 -3.113 -0.187 0.263
H3 3.637 -0.184 0.909
H4 2.078 -1.147 0.856
H5 -1.437 0.813 2.099
H6 0.172 1.061 1.660

Computed properties:
* orbital gap: 0.2798 Ha
* HOMO level: -8.114 eV
* multiplicity: 1

***

(D)
C5H6N2S in the gas phase, computed with ωB97M-V/def2-TZVPD.

Atoms and positions in Å:
C1 -1.294 -0.972 0.553
C2 0.036 -0.454 0.096
C3 0.507 0.787 0.892
C4 0.039 0.494 -1.125
C5 0.905 -1.620 -0.065
H1 -1.336 -1.474 1.503
H2 1.612 0.933 0.945
H3 0.202 0.860 1.950
H4 0.451 2.459 -0.491
H5 1.018 0.464 -1.653
H6 -0.769 0.324 -1.849
N1 -0.102 1.638 -0.230
N2 1.437 -2.643 -0.339
S1 -2.706 -0.796 -0.188

Computed properties:
* orbital gap: 0.3144 Ha
* HOMO level: -9.209 eV
* multiplicity: 1

***

Here are the energies relative to the best structure, in kcal/mol: (A) 47.9; (B) 18.1; (C) 43.1; (D) 0.0.

***

(A)
A molecular structure, C7H13N, computed with ωB97M-V/def2-TZVPD.

Atoms and positions in Å:
C1 2.090 0.822 0.722
C2 -0.483 1.556 0.173
C3 -1.729 0.710 0.128
C4 -1.888 -0.857 -0.679
C5 -0.382 -0.921 -0.951
C6 0.992 -1.832 -0.499
C7 0.317 -0.870 0.363
H1 2.407 1.984 0.691
H2 3.052 0.480 -0.283
H3 2.647 0.104 1.770
H4 -0.704 2.360 1.104
H5 -0.274 2.433 -0.665
H6 -2.404 1.268 -0.429
H7 -2.082 0.560 1.169
H8 -2.620 -0.942 -1.532
H9 -2.110 -1.596 0.390
H10 -0.204 0.019 -1.733
H11 1.952 -1.348 -1.066
H12 1.034 -2.962 -0.366
H13 -0.218 -1.498 1.199
N1 0.608 0.531 0.495

Computed properties:
* orbital gap: 0.3101 Ha
* HOMO level: -7.472 eV
* multiplicity: 1

***

(B)
C7H13N in the gas phase, computed with ωB97M-V/def2-TZVPD.

Atoms and positions in Å:
C1 -1.404 0.615 -2.089
C2 0.433 0.702 -0.544
C3 1.560 0.799 0.474
C4 0.616 0.532 1.724
C5 -0.783 -0.070 1.236
C6 -0.267 -0.515 -0.142
C7 0.396 -1.900 -0.112
H1 -2.183 -0.180 -2.283
H2 -1.130 1.004 -3.099
H3 -1.786 1.407 -1.461
H4 -0.192 1.536 -0.414
H5 2.166 1.686 0.657
H6 2.204 -0.067 0.278
H7 0.484 1.480 2.220
H8 1.137 -0.105 2.416
H9 -1.052 -0.869 1.954
H10 -1.597 0.638 1.123
H11 0.866 -2.124 0.808
H12 1.137 -1.842 -0.905
H13 -0.342 -2.702 -0.275
N1 -0.262 -0.025 -1.566

Computed properties:
* orbital gap: 0.3407 Ha
* HOMO level: -8.171 eV
* multiplicity: 1

***

Here are the energies relative to the best structure, in kcal/mol: (A) 113.9; (B) 0.0.

***

(A)
C7H13N in the gas phase, computed with ωB97M-V/def2-TZVPD.

Atoms and positions in Å:
C1 -1.852 0.075 1.174
C2 1.120 1.889 -0.610
C3 -0.474 -1.495 -1.564
N1 -0.682 -0.398 1.626
C4 0.726 -0.084 0.881
C5 0.620 0.480 -0.404
C6 -0.458 0.001 -1.246
C7 1.763 -0.433 1.643
H1 -0.717 -1.385 1.865
H2 -0.570 0.594 -2.156
H3 -1.467 0.164 -0.553
H4 -1.972 1.153 1.146
H5 -2.733 -0.552 1.214
H6 1.954 2.112 0.056
H7 0.340 2.642 -0.415
H8 1.451 2.039 -1.642
H9 2.765 -0.430 1.238
H10 1.623 -0.747 2.670
H11 0.352 -1.759 -2.228
H12 -0.377 -2.085 -0.649
H13 -1.412 -1.782 -2.045

Computed properties:
* orbital gap (alpha / beta): 0.2452 / 0.2755 Ha
* HOMO level (alpha / beta): -6.536 / -6.928 eV
* multiplicity: 1

***

(B)
C7H13N in the gas phase, computed with ωB97M-V/def2-TZVPD.

Atoms and positions in Å:
C1 -1.183 -1.037 -0.995
C2 -0.773 0.003 -0.004
C3 -1.794 1.009 0.437
C4 0.119 -0.811 1.006
C5 1.535 -0.936 0.319
C6 1.534 0.206 -0.610
C7 1.240 1.504 -0.076
H1 -0.298 -1.859 -0.904
H2 -2.011 -1.738 -0.813
H3 -1.288 -0.724 -2.188
H4 -2.181 1.539 -0.595
H5 -2.516 0.741 1.276
H6 -1.162 1.922 0.909
H7 -0.271 -1.755 1.396
H8 0.218 -0.226 1.954
H9 2.476 -1.010 0.934
H10 1.333 -2.012 -0.192
H11 2.205 0.208 -1.407
H12 1.351 2.511 -0.672
H13 1.234 1.751 0.961
N1 0.232 0.714 -0.736

Computed properties:
* orbital gap: 0.3599 Ha
* HOMO level: -8.796 eV
* multiplicity: 1

***

Here are the energies relative to the best structure, in kcal/mol: (A) 15.6; (B) 0.0.

***

(A)
A molecular structure, C3H6N2O2S, computed with ωB97M-V/def2-TZVPD.

Atoms and positions in Å:
C1 -0.136 -1.361 -0.094
C2 0.113 1.051 -0.227
C3 -1.233 0.929 -0.352
H1 -1.271 -1.536 0.507
H2 0.542 -2.329 0.465
H3 -0.272 -1.459 -1.432
H4 2.742 -0.658 -0.530
H5 2.246 0.605 0.896
H6 -2.772 1.095 0.868
N1 0.594 -0.173 0.053
N2 1.971 -0.494 0.410
O1 -1.772 1.627 0.670
O2 -1.793 0.263 -1.165
S1 1.040 2.440 -0.069

Computed properties:
* orbital gap: 0.3149 Ha
* HOMO level: -8.818 eV
* multiplicity: 1

***

(B)
C3H6N2O2S in the gas phase, computed with ωB97M-V/def2-TZVPD.

Atoms and positions in Å:
C1 -2.308 -1.105 -0.436
C2 0.918 -0.106 0.402
C3 1.259 1.181 -0.250
H1 -3.215 -0.948 -1.198
H2 -2.609 -0.988 0.590
H3 -2.085 -2.117 -0.741
H4 1.860 -1.567 1.384
H5 2.828 -0.236 0.993
H6 0.741 3.385 -0.727
N1 -0.187 -0.679 0.216
N2 1.818 -0.509 1.389
O1 -1.238 -0.190 -0.618
O2 2.374 1.606 -0.140
S1 -0.156 2.273 -0.863

Computed properties:
* orbital gap: 0.3517 Ha
* HOMO level: -9.526 eV
* multiplicity: 1

***

(C)
2 unconnected molecules or ions with the total composition C3H6N2O2S, computed with ωB97M-V/def2-TZVPD.

Atoms and positions in Å:
C1 1.131 0.462 0.767
C2 0.993 0.161 -0.723
C3 -0.007 -0.356 1.272
N1 0.755 -1.279 -0.905
N2 -2.188 0.665 -0.093
O1 -2.276 -0.482 -0.565
O2 -2.847 1.635 -0.404
S1 -0.459 -1.719 0.364
H1 2.045 0.122 1.178
H2 1.102 1.550 1.014
H3 0.132 0.834 -1.189
H4 1.867 0.245 -1.282
H5 -0.369 -0.292 2.342
H6 0.122 -1.544 -1.777

Computed properties:
* orbital gap (alpha / beta): 0.2519 / 0.2526 Ha
* HOMO level (alpha / beta): -7.764 / -7.777 eV
* multiplicity: 1

***

Here are the energies relative to the best structure, in kcal/mol: (A) 57.9; (B) 0.0; (C) 68.0.